Molecular formula: C40H54Cl27IN2O5SSi
Method: DFT, ωB97M-V/def2-TZVPD

For the HOMO energy, the calculation gives -7.8 eV. As for the SMILES: CCNc1cc(CCCCO)cc2c1Sc1cc(C[C@H]3CO3)c(C[C@@H](C)I)c(CC(=O)O)c1N2CCO[Si](C)(C)C.ClC(Cl)Cl.ClC(Cl)Cl.ClC(Cl)Cl.ClC(Cl)Cl.ClC(Cl)Cl.ClC(Cl)Cl.ClC(Cl)Cl.ClC(Cl)Cl.ClC(Cl)Cl. For the LUMO energy, the calculation gives -0.0002 Ha. The value obtained for the maximum force is 4.86 eV Å⁻¹. As for the electronic energy: -420484.730 eV. The net charge is 0.

Geometry as XYZ:
```
131
Properties=species:S:1:pos:R:3:forces:R:3
C 1.97919 -4.65712 -0.07073 -1.189 0.861 0.264
C 0.98395 -3.80032 0.82953 1.287 -0.264 -0.256
N -0.19813 -3.34992 0.04695 0.222 1.139 0.812
C -0.85084 -2.23190 0.70665 -1.482 1.403 1.185
C -1.92373 -2.49223 1.65328 0.886 2.470 -0.524
C -2.58323 -1.35404 2.31877 1.075 -0.008 -0.939
C -3.75463 -1.68967 3.28490 0.433 -0.561 0.042
C -5.08884 -2.17986 2.58701 -0.496 0.867 -0.259
C -5.30661 -1.69435 1.09564 -1.094 -1.037 -0.007
C -5.03511 -2.89153 0.07418 -0.412 0.512 -0.146
O -4.18559 -2.49776 -1.02290 -0.383 -0.093 -0.015
C -2.16545 0.02832 2.07037 0.827 -2.272 -1.004
C -1.07142 0.32267 1.11136 -1.989 -2.390 1.465
C -0.46849 -0.82773 0.46349 -0.331 0.161 0.521
S 0.87391 -0.56494 -0.73663 -0.262 0.998 0.832
C 1.50068 1.07430 -0.21430 -0.039 0.724 0.647
C 2.89034 1.37385 -0.56154 -0.971 1.437 1.050
C 3.48453 2.66236 -0.21279 -2.473 -0.073 0.699
C 4.95042 3.07216 -0.53628 0.429 -2.842 -2.187
C 5.59128 1.93628 -1.56640 2.354 0.803 3.242
C 7.14612 2.28042 -2.04525 -1.537 -0.846 -1.206
O 6.66799 1.13803 -1.02351 -4.130 0.573 -2.493
C 2.60245 3.61801 0.49702 -0.145 -1.113 -0.525
C 3.24625 5.01441 0.82468 0.188 -0.134 -0.158
C 3.29580 5.98618 -0.41095 -1.045 0.035 -0.073
C 1.89243 6.54298 -0.87651 0.593 0.278 -0.697
I 4.46380 7.74555 0.20701 -0.071 -0.518 -0.253
C 1.21166 3.28854 0.87896 1.249 -0.645 -0.785
C 0.43384 4.40936 1.65208 1.230 -0.835 -0.572
C 0.83542 4.57161 3.15530 -1.100 0.703 0.970
O 0.14938 5.29021 3.85354 0.442 -0.216 -0.752
O 1.95075 3.98676 3.72679 -0.241 0.757 -1.618
C 0.61232 1.97896 0.52635 2.906 1.370 -0.507
N -0.75687 1.72007 0.90194 1.296 -0.999 -1.316
C -1.74765 2.42915 0.04681 -1.277 0.573 0.389
C -2.84063 3.14662 0.98602 1.851 -0.967 0.886
O -4.17193 2.72249 0.75127 0.222 1.544 -0.811
Si -5.20247 3.78990 -0.06033 -2.115 -0.157 -0.358
C -4.69351 5.60754 -0.18334 0.589 0.375 -0.244
C -6.86787 3.77011 0.90630 0.413 0.051 0.657
C -5.68690 3.23754 -1.83527 -0.119 0.396 0.240
H 2.69762 -5.19913 0.59680 -0.536 0.484 -0.814
H 2.49184 -3.94486 -0.77007 -0.248 -0.841 0.735
H 1.36154 -5.36973 -0.68459 0.757 0.465 0.626
H 0.68321 -4.44068 1.70406 -0.045 0.845 -0.771
H 1.53473 -2.87613 1.18209 -0.418 -1.091 0.018
H 0.08205 -3.09106 -0.90269 -0.039 -0.120 0.390
H -2.22601 -3.54631 1.85573 0.225 1.179 -0.108
H -3.40834 -2.53299 3.95188 -0.265 0.933 -0.542
H -3.97386 -0.82508 3.95924 0.210 -0.581 -0.685
H -5.94058 -1.75904 3.19096 0.805 -0.546 -0.424
H -5.21485 -3.29744 2.59600 0.341 1.016 0.146
H -6.41014 -1.46896 0.99188 1.124 -0.024 0.137
H -4.76934 -0.75543 0.81544 -0.136 -0.936 0.257
H -4.58611 -3.77729 0.60644 -0.063 1.043 -0.674
H -6.00690 -3.26984 -0.36226 0.818 0.367 0.633
H -4.71481 -2.07481 -1.73162 0.511 -0.470 0.848
H -2.72192 0.82044 2.61444 0.670 -0.543 -0.569
H 3.46415 0.58035 -1.09486 -0.567 0.743 0.625
H 5.64764 3.01147 0.33325 -0.660 0.450 -0.638
H 5.05588 3.98992 -1.15934 -0.223 -0.458 1.034
H 4.88696 1.46992 -2.35001 1.448 0.719 1.132
H 6.75998 2.11236 -3.13245 0.347 -1.144 0.692
H 7.99966 1.57989 -2.21399 0.647 1.746 0.385
H 2.70906 5.54474 1.64919 0.527 -0.454 -0.692
H 4.31066 4.88984 1.17782 -1.165 -0.116 -0.269
H 3.80540 5.57396 -1.31418 -0.224 0.219 1.053
H 1.06529 5.78486 -0.80775 0.857 0.663 0.039
H 1.99960 6.81999 -1.96557 -0.252 -0.233 1.098
H 1.66027 7.50022 -0.34219 -0.145 -1.085 -0.278
H 0.72944 5.38040 1.16101 -0.450 -0.890 0.768
H -0.67123 4.33640 1.54442 0.988 -0.094 0.499
H 2.32776 4.70218 4.28181 -0.424 -0.634 0.117
H -2.31776 1.71004 -0.59662 0.636 0.550 0.330
H -1.21505 3.19737 -0.57473 -0.455 -0.847 0.457
H -2.63863 4.24734 0.96369 -0.776 -0.655 -0.148
H -2.56439 2.80823 2.02879 -0.329 0.516 -1.027
H -4.79075 6.14005 0.79930 0.313 -0.423 -0.872
H -3.65090 5.69825 -0.59976 -0.865 0.162 0.549
H -5.35900 6.13303 -0.92723 0.503 -0.659 0.771
H -7.11420 2.71689 1.21118 -0.002 0.951 -0.394
H -7.70204 4.24137 0.32266 0.701 -0.579 0.457
H -6.74876 4.36163 1.86332 -0.152 -0.590 -0.932
H -4.84386 3.31404 -2.56688 -0.707 -0.401 0.488
H -6.19586 2.23961 -1.82545 0.896 0.864 -0.097
H -6.47814 3.97489 -2.16869 0.794 -0.672 0.343
C 1.28041 8.66435 4.34590 -0.144 0.047 0.020
Cl 1.64536 10.00807 3.25748 -0.016 -0.113 0.019
Cl 2.68667 7.60676 4.51915 0.056 -0.025 -0.057
Cl 0.75614 9.26405 5.92206 0.022 -0.068 -0.109
H 0.47022 8.08401 3.91415 0.113 -0.007 0.083
C -3.09364 -6.63337 -0.46098 -0.050 0.130 0.143
Cl -2.07758 -5.26313 0.00645 -0.239 -0.697 -0.464
Cl -4.57276 -6.07782 -1.25431 0.040 -0.113 0.020
Cl -2.19876 -7.73794 -1.51813 0.010 -0.048 0.044
H -3.37061 -7.17411 0.43743 -0.014 0.006 -0.268
C 4.06667 -6.45240 -3.16587 -0.132 0.001 -0.003
Cl 3.27936 -4.87109 -3.17568 0.167 -0.117 -0.204
Cl 2.92234 -7.71156 -2.68959 0.083 0.029 -0.014
Cl 4.76283 -6.81140 -4.75210 0.018 -0.009 0.065
H 4.87104 -6.42906 -2.43751 -0.082 -0.001 -0.100
C 2.80259 -10.31411 -6.02125 -0.056 -0.054 0.002
Cl 3.35298 -10.87964 -7.60304 0.008 0.065 0.075
Cl 1.09462 -9.86231 -6.08303 0.121 0.020 0.032
Cl 3.07452 -11.55318 -4.78963 0.005 0.116 -0.039
H 3.37940 -9.43379 -5.75353 -0.078 -0.092 -0.007
C -8.29374 -0.04653 -2.16018 -0.038 0.105 -0.044
Cl -7.93376 1.22284 -3.33402 -0.270 -0.264 -0.137
Cl -6.89903 -1.11363 -1.94332 -0.311 0.129 -0.080
Cl -8.78423 0.65433 -0.61434 0.033 -0.061 -0.084
H -9.11804 -0.63921 -2.54376 0.113 0.042 0.062
C -4.43030 -8.79585 2.96445 -0.082 -0.115 -0.101
Cl -3.60096 -10.19780 2.28120 -0.151 0.267 0.162
Cl -3.39537 -7.36640 2.85936 -0.003 0.033 0.275
Cl -5.96543 -8.51486 2.13515 0.079 0.022 0.064
H -4.63828 -8.99283 4.01142 0.040 0.045 -0.115
C 11.15812 0.77795 -2.39525 0.087 0.108 -0.054
Cl 12.82606 0.62938 -2.96019 -0.085 -0.029 0.065
Cl 10.62531 2.46049 -2.45582 0.124 -0.104 0.032
Cl 10.08244 -0.24801 -3.35384 -0.005 0.022 0.083
H 11.11672 0.44414 -1.36328 -0.004 0.028 -0.125
C -0.77353 -11.32903 0.06252 0.038 -0.008 -0.056
Cl -1.75155 -12.33945 1.13632 0.197 -0.168 -0.157
Cl 0.86106 -11.13813 0.70626 -0.102 0.035 -0.019
Cl -0.72481 -12.01448 -1.56472 -0.027 0.090 0.089
H -1.23485 -10.34681 0.00542 0.030 -0.101 0.016
C 8.83043 8.26697 -0.27307 0.091 -0.012 -0.007
Cl 9.20506 9.53307 -1.44834 -0.060 -0.058 0.050
Cl 9.67013 6.76716 -0.68329 -0.092 0.057 0.021
Cl 9.25155 8.79011 1.36189 -0.068 -0.027 -0.070
H 7.76251 8.07809 -0.30502 0.070 0.001 0.002
```
Positions in Å, forces in eV/Å.

Mulliken population analysis, charges in e, atoms 1 to 2: C -1.020; C -0.077



Molecular formula: C40H54N3O6P2Si2Ta
Method: DFT, ωB97M-V/def2-TZVPD

For the HOMO energy, the calculation gives -7.9 eV. The energy relative to the best compared isomer or geometry (same formula, charge and spin) comes out at 23.6 kcal/mol. For the LUMO energy, the calculation gives 0.0040 Ha. The value obtained for the maximum force is 0.98 eV Å⁻¹. As for the electronic energy: -95003.836 eV. The net charge is 0.

Geometry as XYZ:
```
108
Properties=species:S:1:pos:R:3:forces:R:3
Ta 0.69179 -0.47082 0.22900 -0.791 0.407 -0.405
O -0.70457 -2.84275 1.76236 -0.305 -0.128 -0.024
C -0.95406 -3.73007 0.68397 -0.059 0.036 0.043
C -1.64636 -2.96382 -0.41993 -0.018 -0.070 0.057
N -0.74323 -2.01255 -1.10671 0.140 -0.068 0.005
C 0.06183 -2.67475 -2.13419 0.065 0.016 -0.053
C 1.34520 -1.88686 -2.37263 -0.031 -0.046 -0.046
O 1.96300 -1.91230 -3.40337 -0.050 -0.054 0.038
O 1.71924 -1.23388 -1.29037 0.260 0.024 -0.107
C -1.54719 -0.93853 -1.70899 -0.076 0.016 -0.030
C -2.11572 0.01386 -0.62683 0.317 -0.218 0.323
O -3.32501 -0.22246 -0.19235 0.011 -0.068 -0.186
O -1.10413 -0.11986 0.53326 0.171 -0.040 -0.056
H 0.23172 -2.81405 1.95740 0.263 0.001 0.035
H -1.61506 -4.53344 1.02202 0.010 0.013 -0.005
H -0.02710 -4.19778 0.33453 0.026 0.017 -0.018
H -2.46638 -2.39514 0.01854 0.025 0.044 0.033
H -2.07702 -3.64529 -1.16416 0.029 -0.008 0.013
H -0.48465 -2.81231 -3.07016 0.006 0.039 -0.005
H 0.36361 -3.66311 -1.78103 0.018 0.004 0.033
H -2.38287 -1.34792 -2.28595 -0.023 0.020 0.035
H -0.90269 -0.38785 -2.39784 0.017 0.005 -0.031
C 0.02980 0.03304 3.66408 0.021 0.030 0.046
Si 1.26622 1.31373 3.08460 0.050 0.040 -0.063
C 0.54791 2.97880 3.58555 0.029 -0.108 0.031
C 2.92472 1.01553 3.93108 -0.112 0.043 -0.051
N 1.42472 1.18932 1.34728 0.381 0.005 0.357
P 1.83270 1.98893 -0.01779 0.179 0.102 -0.015
C 0.67655 1.41499 -1.09606 0.206 -0.279 0.232
P -0.77384 2.15424 -1.55415 -0.049 0.151 -0.085
N -2.13111 1.38974 -1.02110 -0.366 0.139 0.088
Si -3.90648 1.66706 -0.46444 -0.100 -0.025 0.043
C -4.16031 3.49073 -1.03671 0.013 -0.008 0.028
C -4.17778 1.92284 1.38575 0.082 0.075 -0.015
C -5.34839 0.95527 -1.46147 0.076 0.094 -0.084
C -0.92043 3.85295 -0.96680 0.006 -0.017 -0.092
C -0.97452 4.01120 0.41457 0.025 -0.009 0.093
C -1.03506 5.27746 0.96839 0.004 0.014 0.027
C -1.05297 6.39408 0.14105 -0.008 0.007 -0.011
C -1.00994 6.23950 -1.23640 -0.003 0.007 0.009
C -0.94011 4.96918 -1.79131 0.023 -0.011 -0.082
C -0.86596 2.21257 -3.36836 0.043 -0.009 0.000
C 0.19930 1.74325 -4.12865 0.039 0.018 0.042
C 0.12177 1.73687 -5.51617 0.045 -0.020 0.007
C -1.01672 2.20974 -6.14766 -0.026 0.007 -0.019
C -2.08720 2.67747 -5.39275 -0.008 0.009 -0.042
C -2.01556 2.67146 -4.01098 -0.069 -0.003 0.048
C 2.27043 3.73317 0.17189 0.013 -0.036 0.079
C 2.17749 4.60148 -0.90821 -0.023 0.030 -0.081
C 2.65774 5.89854 -0.80388 -0.021 -0.018 -0.024
C 3.24815 6.32858 0.37442 0.011 0.003 0.033
C 3.37748 5.45326 1.44500 -0.007 0.042 -0.024
C 2.90017 4.15742 1.33892 0.008 -0.014 0.044
C 3.44917 1.29907 -0.51023 -0.067 0.046 -0.122
C 3.85094 1.39351 -1.84113 -0.042 0.013 -0.027
C 5.04603 0.83356 -2.25289 0.040 -0.018 -0.001
C 5.85531 0.17024 -1.33669 0.000 0.002 -0.024
C 5.46466 0.07591 -0.01117 0.010 -0.004 0.023
C 4.26244 0.63904 0.39970 0.026 -0.012 0.109
H -0.16437 0.18511 4.73028 0.025 0.032 -0.008
H -0.92402 0.13778 3.14129 0.021 0.012 -0.026
H 0.36218 -0.99731 3.53897 0.021 0.042 -0.002
H 0.63894 3.08984 4.67021 -0.002 0.002 -0.007
H 1.00745 3.84864 3.11906 0.020 -0.016 -0.013
H -0.51951 2.99673 3.35146 -0.011 -0.020 -0.014
H 2.84270 1.14716 5.01284 -0.031 -0.002 -0.005
H 3.25907 -0.00987 3.74996 -0.010 0.003 -0.010
H 3.71293 1.68522 3.57761 -0.024 0.015 -0.005
H -3.39247 4.21670 -0.76859 -0.036 -0.022 0.003
H -4.35190 3.57129 -2.11105 0.029 0.035 -0.025
H -5.08390 3.82231 -0.54856 -0.021 -0.034 -0.007
H -3.62554 2.80388 1.72883 0.003 -0.013 0.009
H -5.23716 2.13951 1.55447 -0.008 0.001 0.000
H -3.89858 1.06722 1.99834 0.006 -0.027 -0.046
H -5.00297 0.81174 -2.49294 -0.017 -0.032 0.011
H -5.69607 -0.00936 -1.09562 0.022 0.008 0.047
H -6.18360 1.65865 -1.50678 0.001 -0.009 0.013
H -0.97392 3.13318 1.05319 0.005 0.000 -0.015
H -1.07042 5.39547 2.04420 -0.008 -0.002 -0.006
H -1.10609 7.38557 0.57273 0.005 -0.006 -0.002
H -1.03135 7.10826 -1.88211 0.001 -0.004 0.006
H -0.90007 4.85475 -2.86815 -0.003 -0.018 0.025
H 1.07771 1.36673 -3.61555 -0.023 -0.014 -0.026
H 0.95197 1.35376 -6.09599 -0.015 0.011 -0.008
H -1.07925 2.20925 -7.22864 0.007 -0.009 0.007
H -2.98229 3.03847 -5.88335 0.008 -0.004 -0.001
H -2.85946 3.01708 -3.42667 0.011 -0.007 0.015
H 1.72883 4.26729 -1.83547 0.010 -0.005 0.017
H 2.56744 6.57207 -1.64647 0.003 -0.001 0.006
H 3.62059 7.34175 0.45537 -0.007 -0.004 0.004
H 3.85534 5.77925 2.35991 0.004 -0.006 -0.003
H 3.03208 3.47473 2.16979 -0.013 -0.003 -0.027
H 3.20361 1.87940 -2.56282 0.006 -0.007 0.024
H 5.34308 0.89509 -3.29180 -0.009 0.000 0.004
H 6.78506 -0.27799 -1.66328 -0.003 0.000 0.009
H 6.08922 -0.44184 0.70690 0.000 -0.001 -0.014
H 3.94743 0.54718 1.43234 -0.009 0.019 -0.019
C 3.29280 -3.24341 0.65097 0.042 -0.024 0.007
C 2.83459 -2.38666 1.81805 0.271 0.287 -0.133
C 2.44679 -3.20480 3.03566 -0.012 -0.034 0.084
O 1.75883 -1.55874 1.40650 -0.730 -0.438 0.041
H 4.15794 -3.84576 0.93506 -0.008 0.028 0.026
H 3.56383 -2.61606 -0.19671 0.011 -0.008 -0.017
H 2.49768 -3.92745 0.34028 -0.028 0.032 0.012
H 3.65302 -1.71541 2.10263 0.054 -0.029 0.003
H 1.69485 -3.96439 2.80275 -0.019 0.037 -0.058
H 2.06214 -2.56515 3.83115 0.004 -0.007 -0.010
H 3.32124 -3.73345 3.41689 0.023 0.015 0.004
```
Positions in Å, forces in eV/Å.

Mulliken population analysis, charges in e, atoms 1 to 2: Ta -0.209; O -0.562